No. 1
{"formula": "C26H53ClN5O9", "method": "ωB97M-V with the def2-TZVPD basis set", "total_charge": 1, "homo_lumo_gap_ev": 5.81, "lumo_ev": -5.089, "mol_weight_g_mol": 615.2, "relative_energy_ev": 0.0000, "species": ["O", "C", "O", "C", "C", "C", "C", "C", "O", "O", "C", "C", "N", "C", "C", "O", "Cl", "H", "H", "H", "H", "H", "H", "H", "H", "H", "C", "C", "C", "O", "C", "N", "H", "H", "H", "H", "H", "H", "H", "H", "H", "H", "H", "C", "C", "C", "O", "C", "N", "H", "H", "H", "H", "H", "H", "H", "H", "H", "H", "H", "C", "C", "C", "O", "C", "N", "H", "H", "H", "H", "H", "H", "H", "H", "H", "H", "H", "C", "C", "C", "O", "C", "N", "H", "H", "H", "H", "H", "H", "H", "H", "H", "H", "H"], "positions_angstrom": [[3.559, -3.076, -1.769], [3.183, -2.904, -0.643], [4.039, -2.296, 0.268], [1.718, -3.339, -0.288], [0.706, -2.140, -0.300], [1.197, -0.779, -0.571], [0.275, 0.381, -0.538], [0.802, 1.834, -0.780], [1.691, 2.113, -1.524], [0.185, 2.840, -0.047], [-1.147, 0.111, -0.233], [-1.536, -1.262, 0.018], [-0.646, -2.336, -0.017], [-1.209, -3.665, 0.305], [-1.031, -4.718, -0.844], [-1.325, -4.571, -1.979], [-0.242, -6.277, -0.335], [4.015, -2.825, 1.092], [1.744, -3.821, 0.739], [1.439, -4.152, -1.018], [2.260, -0.544, -0.808], [0.155, 2.588, 0.901], [-1.853, 0.976, -0.209], [-2.616, -1.450, 0.253], [-2.321, -3.562, 0.473], [-0.804, -4.033, 1.292], [2.533, 0.089, 5.385], [2.981, 0.419, 3.964], [2.279, 1.653, 3.361], [0.936, 1.424, 2.932], [-0.030, 1.457, 3.973], [2.800, -0.767, 3.119], [1.558, -0.400, 5.415], [3.243, -0.594, 5.856], [2.483, 0.990, 6.001], [4.051, 0.645, 4.009], [2.826, 1.943, 2.459], [2.324, 2.512, 4.040], [0.222, 2.188, 4.745], [-0.150, 0.466, 4.413], [-0.990, 1.738, 3.533], [3.195, -0.577, 2.199], [1.801, -0.858, 2.937], [-3.791, 3.534, -4.909], [-4.427, 2.867, -3.694], [-3.583, 2.988, -2.412], [-2.455, 2.116, -2.363], [-1.322, 2.577, -3.084], [-4.720, 1.465, -4.019], [-2.981, 2.942, -5.338], [-4.534, 3.668, -5.698], [-3.397, 4.521, -4.655], [-5.376, 3.378, -3.506], [-4.214, 2.698, -1.566], [-3.277, 4.025, -2.228], [-1.222, 3.665, -3.047], [-1.365, 2.233, -4.118], [-0.436, 2.134, -2.631], [-5.237, 1.049, -3.247], [-3.835, 0.961, -4.014], [5.253, -6.823, 0.744], [4.276, -7.658, -0.077], [4.947, -8.472, -1.198], [5.323, -7.707, -2.334], [6.546, -7.002, -2.194], [3.224, -6.779, -0.606], [5.574, -5.919, 0.223], [4.783, -6.500, 1.677], [6.142, -7.401, 1.005], [3.809, -8.373, 0.608], [4.220, -9.201, -1.566], [5.800, -9.048, -0.820], [7.274, -7.554, -1.593], [6.369, -6.013, -1.765], [6.963, -6.854, -3.192], [2.519, -7.352, -1.066], [3.635, -6.244, -1.371], [-4.198, 7.151, 2.255], [-5.231, 6.370, 1.449], [-4.619, 5.511, 0.327], [-4.208, 6.246, -0.821], [-2.945, 6.877, -0.691], [-6.234, 7.305, 0.929], [-3.831, 8.031, 1.726], [-4.637, 7.506, 3.190], [-3.340, 6.523, 2.510], [-5.732, 5.687, 2.144], [-5.392, 4.822, -0.029], [-3.796, 4.887, 0.701], [-2.248, 6.285, -0.091], [-3.060, 7.875, -0.267], [-2.526, 6.995, -1.692], [-6.978, 6.774, 0.480], [-5.805, 7.813, 0.157]], "forces_ev_per_angstrom": [[-0.3544, 0.3190, 0.7600], [0.4407, -0.0755, -1.2903], [-1.4316, -1.3024, 0.0769], [-0.2083, 0.0332, 1.0442], [0.9964, 1.7088, -0.2623], [-2.5198, 0.5747, 0.3263], [-0.8153, -2.6258, 0.6613], [0.1322, 0.6626, 1.0371], [-0.4909, -0.9081, 0.0752], [0.3973, -1.5057, -0.0395], [2.2405, -1.4381, -0.1031], [0.5416, 2.0404, -0.5019], [0.1433, 1.8098, -0.4072], [-0.4921, -0.9833, 0.9736], [0.6160, -0.6230, -0.1229], [-0.0443, 0.4896, 0.8101], [-0.6727, 1.0850, 0.1052], [-0.0193, 0.6224, -0.1154], [-0.3118, 0.5108, -1.0014], [0.3468, 1.0279, 0.6855], [-0.9395, -0.6155, 0.2356], [-0.1434, -0.0419, -0.3576], [0.4430, -1.1035, -0.0871], [1.3793, -0.1925, -0.2844], [1.2105, 0.0154, -0.3870], [-0.1221, 0.3219, -1.2665], [0.1172, -0.0062, 0.2145], [-0.4435, 0.0018, 0.1690], [0.3964, -0.0255, -0.1913], [0.0767, 0.2342, -0.0660], [-0.2717, -0.1417, -0.1623], [-0.0250, 0.0628, -0.4500], [0.0114, 0.0482, -0.0791], [-0.0504, 0.0310, -0.0924], [-0.0103, -0.0415, -0.0300], [-0.0649, 0.0660, -0.1378], [-0.0855, -0.0424, -0.0294], [-0.1075, -0.0878, 0.0840], [0.0635, -0.0726, -0.0108], [0.0196, 0.0731, 0.1952], [0.0747, 0.0475, -0.0249], [0.1310, -0.0557, 0.0751], [0.0478, -0.0434, 0.1515], [-0.0535, 0.2141, -0.1418], [0.3448, -0.1594, -0.1446], [-0.3342, 0.0664, 0.1011], [0.0489, 0.2170, 0.1568], [-0.0524, -0.3206, -0.0182], [0.0560, -0.0280, 0.3784], [-0.0329, -0.0305, 0.0832], [0.0347, -0.0727, 0.0812], [-0.0084, -0.0422, -0.0021], [0.0515, -0.0476, 0.1283], [0.0570, -0.0868, -0.0132], [0.0656, -0.0030, -0.1027], [-0.0586, -0.0220, -0.0177], [0.0711, 0.1807, -0.0713], [-0.1875, 0.0697, -0.2070], [-0.1423, 0.0376, -0.1428], [-0.0673, 0.0493, -0.1862], [0.0146, 0.0460, 0.2540], [0.2938, 0.2097, -0.0844], [-0.2155, -0.1068, -0.1432], [0.0728, -0.1719, 0.3242], [-0.0928, 0.1441, -0.2985], [-0.1573, 0.0728, -0.1399], [-0.0060, -0.0900, -0.0928], [-0.0169, -0.0461, -0.0637], [-0.0297, 0.0506, -0.0244], [-0.0188, -0.0399, -0.1172], [0.0046, 0.0726, -0.0615], [0.0567, 0.1204, 0.0764], [-0.0614, 0.0140, 0.0637], [0.1690, 0.0097, 0.1195], [-0.0727, -0.0838, 0.0264], [0.0125, 0.0161, 0.0776], [0.0314, -0.0422, 0.0625], [0.0740, -0.0110, 0.2604], [0.1844, 0.2924, -0.1878], [-0.2737, -0.0459, -0.0834], [0.1640, -0.3608, 0.3113], [-0.1205, 0.1847, -0.3107], [0.0223, -0.2860, -0.2045], [-0.0499, -0.0725, -0.0521], [-0.0274, -0.0125, -0.1088], [-0.0100, 0.0294, -0.0260], [-0.0179, -0.0560, -0.1156], [-0.0139, 0.0896, -0.0820], [0.1250, 0.1143, 0.0423], [-0.0549, 0.0185, 0.0767], [0.1784, -0.0202, 0.1261], [-0.0705, -0.0689, 0.0145], [-0.0636, 0.0708, 0.1488], [-0.0244, 0.0827, 0.1507]]}

No. 2
{"formula": "C26H53F3GeMoN4O5SSi3", "method": "ωB97M-V with the def2-TZVPD basis set", "total_charge": 3, "spin_multiplicity": 4, "homo_lumo_gap_ev": [7.54, 7.54], "s_squared": 3.76, "lumo_ev": [-7.599, -7.601], "mol_weight_g_mol": 843.6, "species": ["Mo", "C", "C", "C", "C", "N", "C", "S", "N", "C", "H", "H", "H", "H", "H", "H", "H", "H", "C", "Si", "C", "C", "Ge", "Si", "C", "C", "C", "Si", "C", "C", "C", "H", "H", "H", "H", "H", "H", "H", "H", "H", "H", "H", "H", "H", "H", "H", "H", "H", "H", "H", "H", "H", "H", "H", "H", "H", "H", "H", "O", "C", "O", "C", "N", "C", "C", "C", "H", "H", "H", "H", "H", "H", "H", "H", "H", "F", "C", "F", "F", "C", "O", "O", "C", "N", "C", "C", "C", "O", "H", "H", "H", "H", "H", "H", "H", "H", "H"], "positions_angstrom": [[8.050, 13.244, 10.625], [6.322, 6.392, 10.028], [6.858, 7.589, 10.703], [7.522, 7.589, 11.897], [7.861, 8.782, 12.503], [7.599, 9.931, 11.896], [7.100, 9.923, 10.632], [6.971, 11.281, 9.575], [6.715, 8.766, 10.066], [8.461, 8.805, 13.870], [5.709, 5.823, 10.738], [7.141, 5.704, 9.779], [5.759, 6.564, 9.148], [7.694, 6.660, 12.429], [6.118, 8.771, 9.209], [7.679, 8.633, 14.614], [8.851, 9.744, 14.160], [9.146, 7.955, 14.125], [15.438, 9.478, 9.530], [15.771, 11.278, 9.448], [17.608, 11.559, 9.483], [14.838, 12.103, 8.072], [15.069, 12.014, 11.571], [15.545, 10.580, 13.483], [17.034, 9.537, 13.006], [15.946, 11.355, 15.055], [14.070, 9.514, 13.641], [14.220, 14.238, 12.006], [13.551, 14.399, 13.755], [15.950, 15.000, 11.838], [12.905, 14.907, 10.821], [15.578, 9.136, 8.475], [14.404, 9.253, 9.747], [16.127, 8.909, 10.176], [18.131, 10.781, 10.003], [17.889, 12.559, 9.855], [18.054, 11.509, 8.481], [14.714, 11.584, 7.121], [15.199, 13.100, 7.814], [13.785, 12.222, 8.343], [17.868, 9.974, 12.385], [16.677, 8.830, 12.214], [17.410, 9.076, 13.913], [15.252, 12.107, 15.450], [16.943, 11.783, 15.031], [15.986, 10.469, 15.681], [13.940, 9.025, 12.647], [13.118, 9.964, 13.904], [14.357, 8.624, 14.248], [14.466, 14.575, 14.377], [12.972, 13.593, 14.128], [12.927, 15.280, 13.773], [16.275, 15.235, 10.805], [16.709, 14.420, 12.263], [16.069, 15.940, 12.355], [13.086, 14.516, 9.825], [13.048, 15.958, 10.870], [11.904, 14.745, 11.196], [6.563, 14.264, 11.857], [7.276, 15.272, 12.009], [8.373, 15.304, 11.437], [6.719, 16.421, 12.824], [5.524, 15.919, 13.656], [4.188, 16.474, 13.186], [4.592, 17.086, 11.818], [6.083, 17.468, 11.921], [7.469, 16.858, 13.491], [5.643, 16.134, 14.661], [5.497, 14.913, 13.530], [3.780, 17.186, 13.897], [3.475, 15.603, 13.110], [3.919, 17.895, 11.578], [4.515, 16.295, 11.063], [6.242, 18.449, 12.399], [6.569, 17.489, 10.911], [11.690, 11.311, 12.887], [11.331, 11.127, 11.597], [12.397, 11.288, 10.863], [10.838, 9.854, 11.430], [10.199, 12.094, 11.193], [9.533, 12.643, 12.103], [9.856, 12.266, 10.033], [7.222, 15.699, 5.748], [6.830, 14.928, 6.900], [5.794, 13.917, 6.782], [7.562, 15.012, 8.025], [8.606, 16.066, 8.284], [7.239, 14.167, 8.953], [7.613, 15.081, 4.902], [8.027, 16.440, 5.818], [6.369, 16.299, 5.432], [5.938, 13.091, 7.461], [5.725, 13.571, 5.779], [4.832, 14.288, 7.152], [8.497, 16.995, 7.718], [9.572, 15.613, 8.039], [8.610, 16.306, 9.341]], "forces_ev_per_angstrom": [[-0.0503, 0.4666, -0.0016], [0.5983, -1.3728, 1.1450], [0.1759, -0.2476, -0.2081], [-0.1576, -1.2104, 0.2434], [0.1075, 0.1843, 0.2142], [-0.0439, 1.1812, -1.7473], [0.7419, 0.5549, 1.1540], [-0.0726, 0.2170, 0.6947], [-1.3229, -0.5152, -0.5667], [-0.3888, -1.5272, 0.7504], [-0.0334, 0.1642, -0.1609], [-0.0676, 0.2345, -0.0356], [-0.5416, 0.4279, -0.8203], [-0.0346, 0.0071, -0.2075], [1.0069, 0.2253, 0.8000], [-0.4295, -0.0029, -0.1802], [0.7322, 0.9697, -0.1258], [-0.2686, 0.8095, -0.7798], [0.2694, -0.8078, -1.1005], [0.5971, -0.1217, -0.4713], [0.2763, 0.9641, -0.6869], [-0.8795, 0.4699, -0.3269], [-0.4669, 0.6509, 0.7068], [0.9265, -0.0854, -0.9888], [-0.0501, 0.2029, -2.2511], [0.0401, 1.1399, 0.5104], [-0.2093, -1.7298, -1.1499], [-0.1560, -0.1654, 0.1250], [1.8384, 0.6814, -0.3489], [-0.9749, 1.1125, -1.3550], [0.9685, -1.0403, 0.4203], [0.0645, -0.0364, 0.6880], [-0.3367, -0.2248, 0.2957], [-0.3955, 0.2533, -0.2653], [0.1775, -0.2940, 0.7295], [0.0080, -0.4419, 0.0664], [-0.3567, 0.0729, -0.1232], [0.6537, -0.4252, 0.0419], [0.1410, 0.0206, 0.1761], [-0.0400, 0.1661, 0.3685], [-0.6385, 0.2215, 1.2423], [0.0771, -0.2234, 1.1811], [0.2066, -0.4246, -0.1683], [0.0955, -0.3777, 0.0556], [0.1912, 0.1089, 0.0925], [-0.0418, -0.0023, 0.5827], [-0.1626, 0.3450, 0.3482], [0.2254, -0.1575, 0.4059], [-0.3944, 0.7698, 0.1379], [-0.9590, -0.1629, -0.0813], [-0.3693, -0.8955, 0.3285], [-0.1126, 0.4747, 0.1650], [-0.3851, -0.3489, 0.3134], [1.2297, -1.3205, 0.7169], [-0.3684, 0.5077, 0.3482], [-0.3435, 0.2098, -0.2185], [0.1826, 1.1917, -0.3532], [-0.3300, -0.4340, -0.0429], [-1.4748, -1.6135, 0.0282], [-0.0797, 0.5262, 0.4142], [1.3362, 0.6438, -0.1502], [-0.4501, 0.2005, 0.3468], [0.3868, 0.1439, 1.0604], [0.0173, -0.6745, -1.2107], [-0.0544, -0.8136, 0.3291], [0.0344, 0.9783, -0.6015], [-0.1184, -0.2866, -0.1506], [0.1470, -0.2929, -0.5679], [0.0755, -0.4448, 0.1117], [0.3188, 0.0773, 0.0836], [0.7701, 1.0484, -0.0019], [0.0525, 0.2771, -0.2913], [-0.2322, 0.2345, 0.0287], [-0.2305, -0.2655, -0.3710], [-0.4115, 0.0617, 0.9545], [-0.5209, -0.2090, -0.9508], [-1.5031, -0.6698, 1.1088], [1.1111, -0.1266, -0.9224], [0.8017, 1.2220, 0.3093], [0.1275, -0.0636, 2.1962], [-0.4142, -0.1649, 0.8595], [0.2536, -0.0073, -2.8030], [0.0311, 0.6627, -2.1481], [2.4585, 0.3329, 1.7727], [-0.7576, 0.1377, 0.9810], [-1.8662, -0.8236, 0.1474], [0.0692, -0.3232, -0.3764], [0.5203, 0.7830, -0.5269], [-0.8280, 0.0222, 0.6861], [-0.1524, -0.3982, 1.0246], [-0.1239, -0.2620, -0.3804], [0.6966, -0.2758, -0.1061], [-0.1134, -0.1429, -0.8118], [0.0221, 0.4266, -0.5302], [-0.1021, -0.3874, 0.0259], [0.0706, 0.1791, 0.0116], [-0.0171, -0.1226, 0.1379]]}

Number 1: DFT total energy -2433.25511 hartree. Number 2: DFT total energy -5328.41578 hartree.